No. 1
{"formula": "C9H19N4O2", "method": "ωB97M-V/def2-TZVPD", "species": ["C", "C", "O", "N", "N", "N", "C", "N", "C", "C", "C", "C", "C", "O", "C", "H", "H", "H", "H", "H", "H", "H", "H", "H", "H", "H", "H", "H", "H", "H", "H", "H", "H", "H"], "positions_angstrom": [[3.87988, -0.05520, 1.63390], [3.61275, 0.39567, 0.22050], [2.17633, 0.16959, -0.04004], [1.91733, -0.10249, -1.31515], [2.49094, 0.41016, -2.36316], [1.91399, -0.11590, -3.42177], [0.96191, -0.94453, -2.99009], [0.95797, -0.95884, -1.64494], [0.09839, -1.63956, -0.66394], [-0.97513, -0.67498, -0.16022], [-1.89189, -1.33350, 0.86761], [-3.16348, -0.51576, 1.07890], [-2.95658, 0.97447, 1.39176], [-3.21456, 1.79939, 0.27667], [-2.13811, 2.55442, -0.22288], [3.83470, -1.13948, 1.67299], [3.17466, 0.37948, 2.33084], [4.89679, 0.22964, 1.87976], [4.20731, -0.18772, -0.47234], [3.79329, 1.45309, 0.07530], [0.29272, -1.51729, -3.60371], [-0.34021, -2.49322, -1.16689], [0.72379, -1.99631, 0.14601], [-0.45554, 0.17093, 0.28329], [-1.53945, -0.31932, -1.01954], [-2.16274, -2.31793, 0.49148], [-1.35703, -1.44348, 1.80725], [-3.74422, -0.95227, 1.88514], [-3.78023, -0.56747, 0.18470], [-1.96875, 1.15861, 1.81539], [-3.67417, 1.24263, 2.16397], [-2.51061, 3.51848, -0.55495], [-1.37308, 2.74369, 0.52959], [-1.68696, 2.07499, -1.09542]], "e_tot_ev": -19685.667, "gap_ev": 8.25, "total_charge": 1, "de_lowest_kj_mol": 83.3, "smiles": "CCOn1nnc[n+]1CCCCCOC"}

=====

No. 2
{"formula": "C9H19N5O4PS2", "method": "ωB97M-V/def2-TZVPD", "species": ["C", "C", "S", "C", "N", "O", "C", "N", "C", "P", "O", "N", "C", "N", "N", "C", "O", "H", "H", "H", "H", "H", "H", "H", "H", "H", "H", "H", "H", "H", "C", "S", "O", "C", "H", "H", "H", "H", "H", "H"], "positions_angstrom": [[5.20611, 2.79741, 1.40702], [3.77568, 2.30619, 1.09139], [3.53099, 2.43577, -0.70637], [1.85214, 3.06868, -0.94643], [0.85909, 2.00920, -1.06450], [0.73872, 1.48948, -2.33289], [0.08454, 1.46182, -0.13826], [-0.72763, 0.41963, -0.37798], [-1.29363, 0.12186, 0.77514], [-2.44776, -1.30986, 0.92886], [-1.72974, -2.55553, 0.61412], [-0.91491, 0.94762, 1.74908], [-1.25968, 1.01483, 3.16522], [-0.02288, 1.82163, 1.16455], [0.55401, 2.83663, 1.93425], [-0.16308, 3.86727, 1.94234], [-0.86140, 4.76774, 1.98673], [5.86977, 2.65580, 0.55744], [5.16777, 3.85206, 1.66363], [5.60666, 2.23628, 2.24840], [3.64367, 1.28946, 1.44934], [3.07708, 2.99207, 1.56056], [1.56030, 3.82453, -0.22488], [1.87734, 3.54714, -1.92199], [1.08760, 0.58269, -2.31414], [-3.55332, -1.05044, 0.10375], [-2.91324, -1.32094, 2.25451], [-1.76789, 1.95762, 3.36402], [-1.93332, 0.20515, 3.40717], [-0.34983, 0.97196, 3.75699], [-2.48059, -6.16247, -2.16799], [-3.45046, -4.68968, -2.50677], [-4.26975, -4.96701, -3.71060], [-2.06318, -3.66962, -3.02716], [-3.16704, -6.94924, -1.86317], [-1.95060, -6.46476, -3.07103], [-1.77792, -5.95508, -1.36071], [-1.56045, -4.14058, -3.87193], [-1.37573, -3.54460, -2.18947], [-2.45745, -2.70069, -3.32827]], "e_tot_ev": -56229.093, "gap_ev": 6.53, "total_charge": 1}

=====

No. 3
{"formula": "C9H19NO", "method": "ωB97M-V/def2-TZVPD", "species": ["C", "C", "C", "C", "C", "C", "C", "C", "C", "N", "O", "H", "H", "H", "H", "H", "H", "H", "H", "H", "H", "H", "H", "H", "H", "H", "H", "H", "H", "H"], "positions_angstrom": [[-2.93159, 0.67007, -0.14323], [-3.36766, 1.90421, 0.53416], [1.83812, -2.90914, 0.51806], [2.11124, 2.28622, -0.47974], [-2.89257, -1.61732, -0.75877], [1.53017, -1.67512, -0.32199], [0.70346, 1.92694, 0.04068], [0.73232, -0.62783, 0.47733], [0.36162, 0.54489, -0.33781], [-3.54756, -0.45043, -0.17561], [-4.76270, -0.60921, 0.20728], [-3.25073, 2.76302, -0.12541], [-2.75209, 2.07000, 1.42093], [-4.41185, 1.82734, 0.84901], [0.92306, -3.43496, 0.77823], [2.47749, -3.59188, -0.03787], [2.35066, -2.63307, 1.43685], [2.33798, 3.32601, -0.26274], [2.85885, 1.65760, -0.00312], [2.16263, 2.13272, -1.55406], [-1.92691, -1.32970, -1.16822], [-2.76645, -2.37290, 0.01820], [-3.53316, -2.03181, -1.53641], [0.95723, -1.97195, -1.20141], [2.46299, -1.22541, -0.66612], [0.69284, 2.04281, 1.12612], [-0.01326, 2.62279, -0.39950], [1.30730, -0.31222, 1.35098], [-0.17312, -1.12463, 0.84863], [-0.01106, 0.37157, -1.33474]], "e_tot_ev": -13172.762, "gap_ev": [8.95, 6.79], "de_lowest_kj_mol": 661.1}

=====

No. 4
{"formula": "C9H19NO2", "method": "ωB97M-V/def2-TZVPD", "species": ["C", "C", "C", "C", "C", "C", "H", "H", "C", "N", "H", "H", "C", "C", "O", "O", "H", "H", "H", "H", "H", "H", "H", "H", "H", "H", "H", "H", "H", "H", "H"], "positions_angstrom": [[-0.23954, -0.04064, -4.25840], [1.04648, 0.33603, -3.53174], [1.02957, -0.03666, -2.04875], [0.01556, 0.77198, -1.24074], [0.15787, 0.58246, 0.27101], [-0.26089, -0.80835, 0.73917], [0.31185, -1.56024, 0.19099], [-1.32029, -0.96501, 0.51066], [-0.03239, -1.04767, 2.24122], [-0.36280, -2.40527, 2.65392], [-1.32430, -2.61909, 2.40665], [0.23205, -3.07382, 2.17751], [-0.84915, -0.07930, 3.10686], [-0.16265, 1.24341, 3.30924], [1.02247, 1.42597, 3.37293], [-1.04783, 2.24359, 3.44914], [-0.58698, 3.08081, 3.61745], [-1.84639, 0.09070, 2.70040], [-0.95629, -0.53359, 4.09550], [1.02702, -0.88992, 2.47373], [1.19271, 0.76581, 0.56722], [-0.46419, 1.32834, 0.77062], [0.15582, 1.83109, -1.47073], [-0.99865, 0.49903, -1.53802], [2.02504, 0.13857, -1.63334], [0.81460, -1.10311, -1.95863], [1.88437, -0.17753, -4.00962], [1.21825, 1.41022, -3.63201], [-1.08510, 0.52300, -3.87311], [-0.14830, 0.17094, -5.32145], [-0.44793, -1.10177, -4.13768]], "e_tot_ev": -15227.240, "gap_ev": 10.16, "de_lowest_kj_mol": 1.7, "smiles": "CCCCCC[C@H](N)CC(=O)O"}